# 1
Formula: C4H6N2OS
Source: OMol25
Level of theory: ωB97M-V/def2-TZVPD

## Properties
Energy (Eh): -738.7919
SMILES: C1=NOC2(CNC2)S1

Last columns: bonded neighbours and bond lengths (Å).
Cartesian coordinates (Å):
1 C -2.68763 -0.13571 0.06042  N2 1.332, S8 1.776, H9 1.146
2 N -2.02393 -1.21311 -0.35550  C1 1.332, O3 1.395
3 O -0.68823 -0.98001 -0.68502  N2 1.395, C4 1.360
4 C -0.04786 0.05824 -0.08438  O3 1.360, C5 1.485, C7 1.580, S8 1.919
5 C 0.86476 -0.36857 1.00595  C4 1.485, N6 1.522, H10 1.063, H11 1.178
6 N 1.98970 -0.06401 0.02740  C5 1.522, C7 1.513, H12 0.925
7 C 1.10998 0.53353 -1.04856  C4 1.580, N6 1.513, H13 1.018, H14 1.113
8 S -1.55989 1.23552 0.01156  C1 1.776, C4 1.919
9 H -3.68586 -0.17885 0.62250  C1 1.146
10 H 0.70651 -1.33899 1.40883  C5 1.063
11 H 0.85232 0.31075 1.96835  C5 1.178
12 H 2.69811 0.48377 0.26101  N6 0.925
13 H 1.30326 0.03601 -1.91598  C7 1.018
14 H 1.16875 1.62143 -1.27658  C7 1.113

Mulliken atomic charge list, values in e, 6 entries: -0.04 -0.37 -0.18 0.79 -0.55 -0.40

***

# 2
Formula: C4H6N2OS
Source: OMol25
Level of theory: ωB97M-V/def2-TZVPD

## Properties
Energy (Eh): -738.8109

Last columns: bonded neighbours and bond lengths (Å).
Cartesian coordinates (Å):
1 C 1.81957 -1.39071 -0.01491  C4 1.407, S8 1.642, H9 1.061
2 C -0.70491 -1.00681 -0.16124  C3 1.498, C4 1.493, O7 1.184
3 C -1.80320 -0.16240 0.40878  C2 1.498, H10 1.106, H11 1.120, H12 1.074
4 C 0.66724 -0.65106 0.30809  C1 1.407, C2 1.493, H13 1.005
5 N 2.43682 0.99971 -0.71314  N6 1.188, S8 2.038, H14 1.029
6 N 1.25645 1.13787 -0.72314  N5 1.188
7 O -0.82973 -1.85772 -0.97432  C2 1.184
8 S 3.20380 -0.57661 0.32552  C1 1.642, N5 2.038
9 H 1.69813 -2.10841 -0.78636  C1 1.061
10 H -1.26217 0.68481 0.86900  C3 1.106
11 H -2.36996 -0.93154 0.99330  C3 1.120
12 H -2.30711 0.03877 -0.51845  C3 1.074
13 H 0.74698 -0.06865 1.12325  C4 1.005
14 H 3.05660 1.81725 -0.78747  N5 1.029

Mulliken atomic charge list, values in e, 6 entries: -0.26 0.69 -0.97 -0.60 0.07 -0.28

***

# 3
Formula: C4H6N2OS2
Source: OMol25
Level of theory: ωB97M-V/def2-TZVPD

## Properties
Energy (Eh): -1137.0437
SMILES: CCSS/C=N\N=C=O

Last columns: bonded neighbours and bond lengths (Å).
Cartesian coordinates (Å):
1 C 1.69397 -1.66538 0.03728  C2 1.533, H10 1.173, H11 1.112, H12 1.018
2 C 1.48692 -0.14991 0.14366  C1 1.533, S3 1.849, H13 1.145, H14 1.024
3 S 0.16546 0.27421 1.36533  C2 1.849, S4 2.096
4 S -0.36832 2.27152 1.02057  S3 2.096, C5 1.741
5 C -1.66511 2.28213 -0.14038  S4 1.741, N6 1.269, H15 1.070
6 N -2.45085 1.48191 -0.73401  C5 1.269, N7 1.342
7 N -2.37670 0.14300 -0.78330  N6 1.342, C8 1.202
8 C -1.71196 -0.75834 -0.34711  N7 1.202, O9 1.124
9 O -1.20996 -1.72904 -0.08500  C8 1.124
10 H 0.65412 -2.10446 -0.28242  C1 1.173
11 H 2.37925 -2.03534 -0.75669  C1 1.112
12 H 1.90584 -1.92443 0.99875  C1 1.018
13 H 1.23501 0.38889 -0.83475  C2 1.145
14 H 2.34983 0.26088 0.51169  C2 1.024
15 H -2.08751 3.26437 -0.11361  C5 1.070

Mulliken atomic charge list, values in e, 6 entries: -0.95 -0.53 -0.14 -0.04 0.01 -0.55

***

# 4
Formula: C4H6N2S
Source: OMol25
Level of theory: ωB97M-V/def2-TZVPD

## Properties
Energy (Eh): -663.6080
SMILES: C=C1SC=NN1C

Last columns: bonded neighbours and bond lengths (Å).
Cartesian coordinates (Å):
1 C 0.16680 -1.91699 -0.61480  C2 1.360, H8 1.123, H9 1.131
2 C -0.56665 -0.83460 -0.24053  C1 1.360, S3 1.721, N6 1.685
3 S -2.25131 -0.53629 -0.05300  C2 1.721, C4 1.867
4 C -1.90400 1.28695 0.14472  S3 1.867, N5 1.248, H10 1.075
5 N -0.70197 1.61178 0.06548  C4 1.248, N6 1.324
6 N 0.18284 0.67415 -0.23576  C2 1.685, N5 1.324, C7 1.422
7 C 1.47393 0.67065 0.36018  N6 1.422, H11 1.054, H12 1.139, H13 1.082
8 H -0.47626 -2.79232 -0.89859  C1 1.123
9 H 1.27927 -2.12341 -0.61395  C1 1.131
10 H -2.62182 1.96360 0.57215  C4 1.075
11 H 1.70280 -0.31490 0.65675  C7 1.054
12 H 2.32188 0.96286 -0.34207  C7 1.139
13 H 1.39450 1.34851 1.19942  C7 1.082

Mulliken atomic charge list, values in e, 6 entries: -0.71 0.37 -0.14 -0.16 -0.65 0.35

***

Look up the energy of the third one.
-1137.0437 Eh

***

Look up the energy of the third one.
-1137.0437 Eh

***

Look up the energy of the fourth one.
-663.6080 Eh

***

energy of number 1 (C4H6N2OS)?
-738.7919 Eh